(1)
This record from OMol25 describes a gas-phase ion, C3H7NOP (charge +1) in a non-equilibrium geometry. The level of theory is ωB97M-V/def2-TZVPD.

Summary:
* calculated total energy: -16039.6599 eV
* net charge: +1
* SMILES string: CP(O)[C@H]1C=[NH+]1
* molecular weight: 104.07 g mol⁻¹
* LUMO level (spin up / spin down): -6.162 / -6.163 eV
* HOMO energy (spin up / spin down): -13.591 / -13.590 eV

```
13
Properties=species:S:1:pos:R:3:mulliken_charge:R:1
C -1.13 -1.84 -0.17 -0.90
P 0.23 -0.62 0.35 0.27
O 1.27 -1.46 -0.49 -0.47
C 0.44 1.27 -0.34 -0.11
C -0.30 2.38 0.16 0.01
N 0.70 2.03 0.90 -0.26
H -1.56 -2.43 0.63 0.34
H -1.91 -1.48 -0.71 0.37
H -0.51 -2.51 -0.76 0.28
H 2.23 -1.14 -0.48 0.36
H 1.02 1.54 -1.21 0.37
H -1.16 2.81 0.35 0.42
H 0.68 1.44 1.77 0.33
```



(2)
This record from OMol25 describes a molecular structure, C22H44AlP in a non-equilibrium geometry. The level of theory is ωB97M-V/def2-TZVPD.

Summary:
* calculated total energy: -39398.4581 eV
* net charge: +2
* molecular weight: 366.55 g mol⁻¹
* LUMO level: -7.653 eV
* HOMO energy: -15.338 eV

```
68
Properties=species:S:1:pos:R:3:mulliken_charge:R:1
C -3.92 -1.32 -0.17 -1.73
H -4.66 -0.60 0.19 0.43
H -4.42 -2.27 -0.36 0.45
H -3.60 -0.96 -1.12 0.37
C -2.83 -1.53 0.88 1.83
H -1.93 -1.96 0.40 -0.62
H -2.49 -0.55 1.23 -0.33
C -3.30 -2.40 2.07 -1.48
H -2.52 -2.32 2.84 0.36
H -4.26 -2.08 2.50 0.40
H -3.46 -3.46 1.82 0.35
C 2.38 -1.69 -0.90 0.53
C 1.82 -2.52 0.16 0.39
C 0.57 -3.07 -0.32 0.74
C 0.26 -2.49 -1.56 0.79
C 1.26 -1.47 -1.84 1.31
C 1.35 -0.78 -3.15 -1.45
C -0.86 -2.88 -2.45 -1.73
C -0.15 -4.24 0.24 -1.63
C 2.55 -3.05 1.34 -1.55
C 3.69 -1.01 -0.91 -1.33
Al 1.04 -0.64 -0.06 -0.71
H -1.21 -2.06 -3.11 0.41
H -0.54 -3.69 -3.12 0.34
H -1.72 -3.27 -1.89 0.33
H 0.35 -0.70 -3.60 0.39
H 1.71 0.25 -3.03 0.28
H 2.03 -1.34 -3.81 0.30
H 3.89 -0.67 0.12 0.40
H 4.49 -1.70 -1.15 0.41
H 3.75 -0.18 -1.64 0.29
H 1.82 -3.50 2.02 0.40
H 3.31 -3.81 1.11 0.36
H 3.04 -2.22 1.85 0.37
H -1.24 -4.17 0.10 0.28
H 0.16 -5.18 -0.25 0.32
H 0.04 -4.36 1.31 0.44
C 0.29 2.76 -2.33 -1.83
C 1.11 2.43 -1.07 1.03
C 1.86 3.65 -0.54 -1.55
P 0.13 1.59 0.26 0.86
C 1.11 1.51 1.87 0.33
C 1.13 2.79 2.72 -1.96
C 0.70 0.25 2.68 -1.22
C -1.42 2.64 0.53 1.01
C -1.15 4.11 0.81 -1.67
C -2.47 2.50 -0.58 -1.29
H -0.35 3.63 -2.17 0.45
H -0.30 1.89 -2.67 0.36
H 0.98 3.00 -3.15 0.48
H 1.88 1.69 -1.39 -0.01
H 1.15 4.43 -0.23 0.24
H 2.55 3.40 0.28 0.35
H 2.48 4.06 -1.35 0.50
H 2.14 1.35 1.51 0.44
H 0.15 2.99 3.19 0.38
H 1.86 2.65 3.54 0.49
H 1.45 3.66 2.14 0.39
H 0.76 -0.69 2.07 0.21
H 1.38 0.10 3.53 0.47
H -0.33 0.33 3.06 0.35
H -1.80 2.16 1.45 0.50
H -0.81 4.64 -0.09 0.31
H -2.10 4.59 1.09 0.49
H -0.47 4.30 1.64 0.31
H -2.76 1.46 -0.78 0.13
H -3.37 3.03 -0.25 0.51
H -2.16 2.97 -1.52 0.25
```



(3)
This record from OMol25 describes a molecular structure, C22H28N11O4S3Ti in a non-equilibrium geometry. The level of theory is ωB97M-V/def2-TZVPD.

Summary:
* calculated total energy: -103473.1649 eV
* net charge: -1
* molecular weight: 654.61 g mol⁻¹
* LUMO level (spin up / spin down): 2.029 / 2.030 eV
* HOMO energy (spin up / spin down): -2.337 / -2.184 eV

```
69
Properties=species:S:1:pos:R:3:mulliken_charge:R:1
Ti -0.75 -0.07 -0.32 -0.61
C 4.24 3.65 -0.25 -1.21
C 3.80 2.62 0.80 -0.21
N 3.64 1.29 0.25 -0.13
C 2.55 0.95 -0.52 0.23
S 2.67 -0.52 -1.39 -0.58
N 1.58 1.84 -0.54 -1.37
N 0.33 1.48 -0.97 1.86
C -0.42 2.48 -1.47 1.12
C 0.15 3.86 -1.64 -1.75
C -1.74 2.15 -1.81 0.09
C -2.68 3.03 -2.39 -1.22
C -3.93 2.57 -2.71 -0.40
C -4.26 1.22 -2.44 -1.12
C -3.33 0.42 -1.85 0.03
N -2.08 0.83 -1.55 0.32
H 4.29 4.65 0.18 0.35
H 3.51 3.66 -1.06 0.26
H 5.21 3.38 -0.66 0.35
H 2.83 2.91 1.21 -0.02
H 4.54 2.57 1.60 0.52
H 4.47 0.79 -0.01 0.24
H 0.98 3.97 -0.94 0.35
H -0.59 4.63 -1.44 0.49
H 0.54 4.00 -2.65 0.20
H -2.40 4.06 -2.55 0.36
H -4.65 3.24 -3.16 0.41
H -5.24 0.84 -2.69 0.39
H -3.56 -0.61 -1.58 0.43
N -1.28 -4.91 -1.92 -0.12
C -1.50 -5.73 -0.84 -0.60
C -1.46 -4.91 0.25 -0.58
N -1.22 -3.63 -0.12 0.12
C -1.09 -3.64 -1.43 0.00
C -0.78 -2.52 -2.27 0.01
N -0.45 -1.26 -1.94 1.41
C -0.19 -0.63 -3.14 -0.50
C -0.35 -1.47 -4.17 -1.12
N -0.75 -2.67 -3.63 -0.13
H -1.25 -5.22 -2.87 0.13
H -1.66 -6.79 -0.95 0.44
H -1.58 -5.19 1.28 0.43
H 0.15 0.39 -3.17 0.49
H -0.25 -1.32 -5.23 0.44
H -0.78 -3.54 -4.13 0.20
O -1.71 -0.16 2.89 -0.68
S -2.35 0.24 1.64 1.22
O -3.74 0.61 1.80 -0.82
O -2.19 -0.87 0.61 -0.56
O -1.54 1.36 1.01 -0.51
S 2.58 -3.94 3.01 -0.25
C 0.97 -3.56 3.51 -0.42
C 0.30 -2.94 2.51 -0.75
N 1.02 -2.76 1.36 0.38
C 2.21 -3.22 1.46 -0.41
H 0.63 -3.82 4.50 0.44
H -0.71 -2.55 2.56 0.45
H 2.95 -3.16 0.67 0.41
C 0.85 0.23 4.52 -0.88
N 0.84 1.01 3.29 0.17
C 0.31 2.36 3.39 -0.99
C 0.57 0.35 2.19 0.18
N 0.65 -0.22 1.18 0.20
H 1.52 0.70 5.24 0.38
H 1.20 -0.78 4.30 0.23
H -0.16 0.15 4.94 0.29
H 1.05 2.99 3.90 0.35
H -0.63 2.37 3.94 0.36
H 0.12 2.74 2.39 0.23
```



(4)
This record from OMol25 describes a single C4H6O molecule in a non-equilibrium geometry. The level of theory is ωB97M-V/def2-TZVPD.

Summary:
* calculated total energy: -6288.8940 eV
* net charge: 0
* SMILES string: C#CCOC
* molecular weight: 70.09 g mol⁻¹
* LUMO level: 0.879 eV
* HOMO energy: -9.532 eV

```
11
Properties=species:S:1:pos:R:3:mulliken_charge:R:1
C 1.66 0.47 -0.95 -0.10
C 1.57 -0.53 -0.27 -0.37
C 0.54 -0.84 0.74 -0.29
O -0.27 0.33 0.79 -0.36
C -1.29 0.45 -0.17 -0.73
H 1.63 1.40 -1.46 0.36
H 0.96 -0.96 1.75 0.29
H -0.04 -1.73 0.49 0.32
H -1.27 -0.33 -0.94 0.36
H -1.25 1.42 -0.69 0.24
H -2.23 0.40 0.38 0.26
```



(5)
This record from OMol25 describes a molecular structure, C5H10N3 in a non-equilibrium geometry. The level of theory is ωB97M-V/def2-TZVPD.

Summary:
* calculated total energy: -9806.1834 eV
* net charge: +1
* molecular weight: 112.16 g mol⁻¹
* LUMO level (spin up / spin down): -3.794 / -3.793 eV
* HOMO energy (spin up / spin down): -12.451 / -12.451 eV

```
18
Properties=species:S:1:pos:R:3:mulliken_charge:R:1
C 1.68 -1.32 -0.29 -0.36
C 1.73 0.91 -0.22 -0.21
C -0.02 -0.44 0.42 0.19
C -0.25 1.91 0.72 -0.80
C -1.29 -1.24 0.29 -0.52
N 2.35 -0.24 -0.51 -0.01
N 0.47 0.76 0.29 0.06
N -2.22 -0.76 -0.81 -0.55
H 1.95 -2.32 -0.41 0.41
H 2.10 1.91 -0.17 0.35
H -0.77 1.51 1.62 0.34
H 0.37 2.84 0.68 0.27
H -1.04 2.28 0.13 0.35
H -1.16 -2.32 0.17 0.35
H -1.73 -1.18 1.30 0.36
H 3.21 -0.35 -1.07 0.33
H -2.25 -1.19 -1.67 0.20
H -3.14 -0.78 -0.46 0.24
```



(6)
This record from OMol25 describes a gas-phase ion, C6H12N3S (charge +1) in a non-equilibrium geometry. The level of theory is ωB97M-V/def2-TZVPD.

Summary:
* calculated total energy: -21714.0198 eV
* net charge: +1
* SMILES string: C=C1N[C@@H]2CSC[C@]2(N)[NH2+]1
* molecular weight: 158.25 g mol⁻¹
* LUMO level: -2.824 eV
* HOMO energy: -12.909 eV

```
22
Properties=species:S:1:pos:R:3:mulliken_charge:R:1
C 0.39 -1.56 -2.39 -1.13
C 0.45 -0.92 -1.24 0.46
N 0.90 -1.42 -0.07 -0.36
C 0.09 -0.57 0.96 -0.25
C -1.45 -0.78 0.91 -0.83
S -2.29 0.76 0.25 -0.13
C -0.91 1.82 0.96 -1.17
C 0.26 0.88 0.50 0.50
N 1.49 1.50 0.88 -0.61
N 0.30 0.53 -1.06 -0.05
H 0.30 -1.20 -3.38 0.32
H 0.55 -2.64 -2.53 0.24
H 0.60 -2.41 0.04 0.36
H 0.48 -0.90 1.99 0.37
H -1.82 -1.51 0.27 0.49
H -1.89 -0.96 1.86 0.41
H -0.86 1.87 1.98 0.50
H -0.89 2.76 0.56 0.55
H 2.17 0.76 0.99 0.24
H 1.59 2.15 1.60 0.27
H 1.03 1.10 -1.47 0.40
H -0.50 0.76 -1.63 0.42
```